71
Properties=species:S:1:pos:R:3 method="wB97M-V/def2-TZVPD" relative_energy_kj_mol=1982.19 charge=-1 homo_ha="-0.1210 / -0.1062" e_lumo_ev="2.30 / 2.30"
Sc -0.6475 -0.0263 0.5471
C -0.3425 -4.6017 2.9237
C 0.0427 -5.7385 2.0150
C -0.2264 -7.0508 2.3999
C 0.1558 -8.1362 1.6291
C 0.8460 -7.9238 0.4435
C 1.1087 -6.6306 0.0294
C 0.6985 -5.5377 0.7925
N 0.9811 -4.2426 0.3144
C 0.0819 -3.2123 0.1694
N -1.2152 -3.6096 0.1933
C -2.4061 -2.8448 0.2148
C -2.3867 -1.4555 0.3335
C -3.6534 -0.8488 0.3750
C -4.8420 -1.5576 0.2939
C -4.8008 -2.9383 0.1649
C -3.5867 -3.6044 0.1218
C -3.5504 -5.1039 -0.0352
N 0.4603 -2.0031 -0.1170
C 1.8804 -1.7171 -0.2585
C 2.7006 -1.8972 0.8169
C 4.0292 -1.4390 0.9426
C 4.3677 -0.0860 -1.0076
C 3.2936 -0.3620 -1.8120
C 2.1849 -1.1644 -1.5164
C 1.1545 -1.3359 -2.6239
H -0.1997 -4.8956 3.9635
H -1.3909 -4.3201 2.8002
H 0.2529 -3.7090 2.7362
H -0.7358 -7.2156 3.3428
H -0.0674 -9.1418 1.9616
H 1.1667 -8.7608 -0.1632
H 1.6346 -6.4449 -0.8992
H 1.9248 -4.0120 0.0320
H -1.3381 -4.6037 0.2794
H -3.7127 0.2269 0.4996
H -5.7946 -1.0425 0.3362
H -5.7202 -3.5109 0.1032
H -4.5622 -5.4946 -0.1364
H -3.0956 -5.6056 0.8268
H -2.9903 -5.4045 -0.9259
H 2.2086 -2.2252 1.7309
H 6.1442 -1.3386 1.1739
H 6.0292 -1.3926 -0.6102
H 3.3001 0.0679 -2.8107
H 1.6153 -1.0882 -3.5833
H 0.2707 -0.7013 -2.5125
H 0.7937 -2.3648 -2.6761
O -1.8741 1.3349 1.4975
S -0.8051 1.5779 2.5677
O -1.3589 1.8271 3.8622
O -0.1079 0.2035 2.4820
O 0.0879 2.6066 2.0485
C -2.5800 3.0087 -0.9675
N -1.1790 3.3923 -1.0946
C -0.1858 2.4857 -1.0329
N 1.0817 2.9356 -1.1190
O -0.4352 1.2513 -1.0918
H -3.1883 3.8251 -1.3521
H -2.8443 2.7861 0.0640
H -2.7559 2.1203 -1.5693
H -0.9443 4.3116 -0.7570
H 1.2875 3.8525 -0.7575
H 1.7922 2.2452 -0.9216
Cl 6.1885 2.2432 -0.0796
C 6.0047 0.6774 0.7952
Cl 5.2009 -0.6479 0.2647
C 2.4163 0.9534 1.7144
O 2.9714 0.9985 2.7184
O 1.8395 0.9155 0.7015
H 6.5075 0.7298 1.7418



74
Properties=species:S:1:pos:R:3 method="wB97M-V/def2-TZVPD" relative_energy_kj_mol=147.60 s2=6.02 homo_ha="-0.1971 / -0.2713" e_lumo_ev="0.17 / -0.45" multiplicity=5
Pt -0.1740 1.2242 0.2440
C -0.1639 4.2249 0.2290
N 0.0364 3.1951 -0.8115
C -0.9453 3.2939 -1.8907
C -2.2574 2.4982 -1.5064
N -1.8575 1.1544 -1.1114
C -2.8196 0.2449 -1.4957
C -2.5044 -0.7705 -2.3617
F -1.2114 -1.0657 -2.6885
C -3.4452 -1.5503 -2.9494
F -3.1584 -2.3455 -3.9582
C -4.7479 -1.4324 -2.5865
F -5.6872 -2.0988 -3.2780
C -5.1407 -0.4088 -1.7133
F -6.3715 -0.2539 -1.3565
C -4.1481 0.3585 -1.0787
F -4.4957 1.2700 -0.2189
C 1.3828 3.3368 -1.3235
C 2.3565 2.9558 -0.2285
N 2.0071 1.6698 0.3607
C 2.9461 0.5918 0.2089
C 3.0200 -0.1214 -0.9639
F 2.2654 0.2576 -2.0607
C 3.7588 -1.2994 -1.1059
F 3.5539 -2.1160 -2.1822
C 4.4551 -1.7817 0.0085
F 4.9988 -2.9921 0.1386
C 4.4793 -1.0241 1.1643
F 5.3370 -1.4539 2.1887
C 3.7763 0.1323 1.2643
F 3.7524 0.7828 2.4119
H -0.0928 5.2097 -0.2320
H 0.6075 4.0727 0.9535
H -1.1722 4.1488 0.6447
H -0.3764 2.7998 -2.7036
H -1.1192 4.3812 -2.1550
H -2.7916 2.4571 -2.5659
H -2.8064 3.0266 -0.6450
H 1.6232 4.3812 -1.6800
H 1.4482 2.4397 -2.0302
H 2.4677 3.7434 0.5227
H 3.2781 2.9284 -0.8300
C -1.9433 -1.2859 3.6352
C -1.2039 -0.1813 2.8455
C -2.3815 0.8344 2.5619
C -0.1353 0.4423 3.7231
C -0.6434 -0.4322 1.3843
H -2.4894 -0.9067 4.5270
H -1.2846 -2.0982 3.8579
H -2.8001 -1.6871 3.0262
H -3.2112 0.8375 3.3490
H -2.9337 0.5393 1.6613
H -1.9661 1.8229 2.4444
H -0.5566 0.9455 4.5784
H 0.5454 1.1501 3.2607
H 0.4308 -0.3676 4.2617
H -1.3317 -0.9994 0.7998
S 0.6989 -1.5742 1.6870
C 0.8601 -2.4725 0.2547
N 0.4800 -2.1337 -0.9977
C 0.6576 -2.9306 -2.1619
C 1.0222 -4.3734 -1.8338
C 2.0299 -4.4746 -0.7106
N 1.6467 -3.5738 0.3645
H -0.0523 -1.3205 -1.1721
H 1.3739 -2.4110 -2.8058
H -0.3156 -2.9707 -2.6806
H 1.4409 -4.8282 -2.7756
H 0.0504 -4.8360 -1.5529
H 3.0494 -4.3921 -1.0658
H 1.9599 -5.5413 -0.3046
H 2.0325 -3.6467 1.2857
O 2.8852 3.5427 3.5953
O 2.0210 3.2585 4.3298



63
Properties=species:S:1:pos:R:3 method="wB97M-V/def2-TZVPD" relative_energy_kj_mol=151.14 homo_ha=-0.2799 e_lumo_ev=0.41
C -4.0393 5.6837 -4.8198
O -2.7012 5.2531 -4.7044
C -2.3745 4.0381 -4.1957
C -1.0019 3.7969 -4.1502
C -0.4870 2.6149 -3.6664
C -1.3450 1.6356 -3.1845
C -0.7536 0.3789 -2.6587
O 0.2784 -0.0948 -3.0950
N -1.4537 -0.2122 -1.6513
C -0.9125 -1.3242 -0.9101
C -0.4960 -0.8912 0.5083
C 0.4322 0.3049 0.4877
C 1.5339 0.4056 -0.3570
C 2.3396 1.5297 -0.2816
C 2.0216 2.5152 0.6394
N 0.9810 2.4324 1.4504
C 0.2168 1.3593 1.3712
N 0.0116 -2.0338 1.2640
C 0.0009 -1.8190 2.7002
C 0.2689 -3.1482 3.4184
N 1.5475 -3.6958 3.0198
C 2.6956 -3.3582 3.7214
C 2.6832 -3.3887 5.1233
C 3.8169 -3.1227 5.8613
C 4.9974 -2.8310 5.2031
F 6.1146 -2.5699 5.9231
C 5.0556 -2.8078 3.8243
C 3.9119 -3.0661 3.0927
C 1.5721 -3.8537 1.5836
C 1.3162 -2.5281 0.8578
C -2.7188 1.8566 -3.2299
C -3.2515 3.0335 -3.7362
O -4.6037 3.2656 -3.8123
C -5.4919 2.2610 -3.3936
H -4.6130 5.0465 -5.4955
H -3.9755 6.6892 -5.2358
H -4.5372 5.7228 -3.8490
H -0.3544 4.5769 -4.5174
H 0.5763 2.4373 -3.6486
H -2.2112 0.2974 -1.2255
H -1.6542 -2.1246 -0.8296
H -0.0643 -1.6876 -1.4907
H -1.4155 -0.5848 1.0278
H 1.7525 -0.3606 -1.0840
H 3.1946 1.6367 -0.9307
H 2.6185 3.4125 0.7351
H -0.6258 1.3422 2.0538
H -0.9824 -1.4452 2.9949
H 0.7633 -1.0834 3.0141
H 0.2332 -2.9865 4.4934
H -0.5098 -3.8656 3.1410
H 1.7772 -3.6472 5.6481
H 3.7958 -3.1497 6.9394
H 5.9866 -2.5797 3.3295
H 3.9820 -3.0265 2.0179
H 2.5159 -4.2972 1.2695
H 0.7650 -4.5471 1.3238
H 1.3191 -2.7032 -0.2176
H 2.1185 -1.8126 1.1067
H -3.3846 1.0744 -2.9009
H -5.3809 2.0400 -2.3266
H -6.4876 2.6649 -3.5720
H -5.3674 1.3411 -3.9740



62
Properties=species:S:1:pos:R:3 method="wB97M-V/def2-TZVPD" charge=-1 homo_ha=-0.1242 e_lumo_ev=2.07
Ga 0.0076 0.9073 -0.2520
C -0.4954 0.2985 4.1816
C -0.7621 0.4029 2.7151
N 0.1893 0.5075 1.8633
N 1.4683 0.4684 2.3347
C 2.3031 0.4349 1.3085
O 1.9634 0.4970 0.0911
C 3.7542 0.3081 1.6215
C 4.2188 0.3387 2.9326
C 5.5770 0.2388 3.1896
C 6.4771 0.1035 2.1401
C 6.0145 0.0696 0.8318
C 4.6564 0.1739 0.5719
C -2.1244 0.3229 2.1437
C -3.2725 0.1246 2.9008
C -4.4825 -0.0280 2.2381
C -4.5084 0.0003 0.8561
C -3.3142 0.2200 0.1786
N -2.1703 0.4019 0.8136
H 0.3553 -0.3608 4.3454
H -1.3563 -0.0666 4.7346
H -0.2140 1.2784 4.5746
H 3.5036 0.4491 3.7359
H 5.9364 0.2692 4.2108
H 7.5384 0.0268 2.3428
H 6.7135 -0.0342 0.0114
H 4.2718 0.1598 -0.4392
H -3.2329 0.0868 3.9789
H -5.3936 -0.1796 2.8036
H -5.4279 -0.1358 0.3036
H -3.2437 0.2450 -0.9053
C 2.9492 3.5872 0.6942
C 2.5902 3.9970 -0.7364
C 2.8049 2.9036 -1.7832
C 1.2116 4.6228 -0.8226
C 1.1442 5.9125 -1.3384
C -0.0441 6.6137 -1.4295
C -1.1936 6.0016 -0.9667
C -1.1853 4.7149 -0.4400
C -2.5210 4.1507 0.0003
C -2.5341 3.6439 1.4439
C -3.0217 3.1346 -1.0261
C 0.0252 3.9808 -0.3853
O 0.0530 2.7573 0.1617
H 3.9176 3.0819 0.7223
H 2.1970 2.9299 1.1209
H 3.0103 4.4751 1.3288
H 3.2879 4.7998 -1.0020
H 2.1215 2.0670 -1.6809
H 3.8237 2.5102 -1.7126
H 2.6656 3.3161 -2.7845
H 2.0667 6.3767 -1.6721
H -0.0707 7.6162 -1.8384
H -2.1400 6.5319 -1.0078
H -3.2226 4.9923 -0.0310
H -1.7269 2.9399 1.6225
H -3.4884 3.1589 1.6727
H -2.4045 4.4814 2.1341
H -2.3071 2.3281 -1.1927
H -3.1643 3.6271 -1.9904
H -3.9788 2.7039 -0.7176
Te -0.6361 -0.0971 -2.3986